{
  "formula": "C6H10Si",
  "method": "ωB97M-V/def2-TZVPD",
  "e_lumo_ha": [-0.0207, -0.0226],
  "total_energy_ha": -523.899199,
  "spin_multiplicity": 1,
  "gap_ev": [7.71, 6.12],
  "de_lowest_kj_mol": 348.5,
  "elements": ["Si", "C", "C", "C", "C", "C", "C", "H", "H", "H", "H", "H", "H", "H", "H", "H", "H"],
  "xyz": [[0.4670, 0.7261, -0.1242], [-1.9103, 1.5841, -0.1315], [-0.8712, -0.6601, -0.2096], [-0.6832, -2.0912, -0.4170], [-0.6796, 2.1397, -0.0371], [2.2523, 1.0816, -0.2538], [-1.9578, 0.1395, -0.1068], [-2.7936, 2.0638, 0.0179], [2.9632, 0.1974, -0.4354], [-1.5082, -2.6682, 0.0430], [2.5309, 1.8001, -0.9761], [0.2769, -2.4617, 0.0658], [-0.6154, 3.2024, -0.1088], [-0.0747, -1.0267, 2.3644], [-2.8872, -0.2582, -0.0533], [-0.7253, -2.3689, -1.5714], [2.6953, 1.4554, 0.5854]],
  "forces_ev_per_a": [[-1.6, 0.0, 0.7], [2.5, -2.1, 0.9], [2.1, 3.0, -0.1], [0.1, -2.2, -1.1], [0.2, -0.4, -0.8], [1.4, -3.2, -1.7], [1.3, 0.1, -0.7], [-2.4, 1.6, 0.0], [-1.3, 0.9, -0.1], [0.3, 0.2, -0.2], [-0.2, 0.8, -1.3], [-1.1, 0.4, -0.9], [0.5, 0.5, 0.3], [0.2, 0.3, -0.3], [-2.9, -1.5, 0.2], [0.4, 0.6, 2.3], [0.6, 1.1, 2.9]]
}